(1)
The following is a quantum chemistry calculation of C45H42CsN8O as an isolated structure in a non-equilibrium geometry, from the OMol25 dataset.

Geometry as XYZ:
```
97
Properties=species:S:1:pos:R:3:forces:R:3
Cs -0.4866 0.1021 0.2806 1.38 -0.74 -0.36
C 2.7927 -2.4558 0.3987 0.08 -0.07 -0.08
C 1.9340 -2.4568 1.6801 0.11 0.12 0.17
C 0.7406 -3.3749 1.6090 0.05 -0.15 -0.05
C 0.7627 -4.6488 2.1719 -0.03 -0.02 0.05
C -0.3595 -5.4572 2.0579 0.01 0.08 -0.04
C -1.4721 -4.9774 1.3835 0.04 -0.02 -0.02
C -1.4043 -3.7009 0.8433 -0.05 -0.14 0.12
N -0.3300 -2.9344 0.9552 0.04 0.36 -0.07
N 2.7430 -1.2022 -0.3430 -0.22 0.02 0.04
C 3.1450 -1.3728 -1.7167 0.06 0.08 -0.02
C 2.1829 -2.1886 -2.5475 -0.01 -0.06 -0.10
C 2.6135 -2.7591 -3.7442 -0.02 -0.02 -0.04
C 1.7002 -3.4374 -4.5332 -0.01 0.06 0.09
C 0.3873 -3.5396 -4.0938 0.01 -0.02 -0.02
C 0.0595 -2.9598 -2.8793 -0.02 0.02 -0.09
N 0.9298 -2.2955 -2.1282 -0.06 0.06 0.19
C 3.5033 -0.1608 0.3185 0.11 -0.07 0.08
C 3.3796 1.2242 -0.2692 0.19 0.20 -0.02
C 4.4811 2.0751 -0.2304 -0.07 0.03 -0.02
C 4.3443 3.3718 -0.6947 0.00 -0.04 0.00
C 3.1197 3.7792 -1.1955 -0.04 0.01 -0.01
C 2.0785 2.8644 -1.1968 0.07 0.19 0.11
N 2.2056 1.6246 -0.7443 -0.19 -0.44 -0.12
H 2.4369 -3.2435 -0.2661 0.01 0.00 0.02
H 3.8403 -2.7012 0.6549 -0.02 -0.01 -0.02
H 1.6087 -1.4330 1.8674 -0.16 -0.04 0.04
H 2.5376 -2.7347 2.5473 0.05 -0.05 -0.07
H 1.6416 -4.9892 2.7048 0.00 -0.01 0.00
H -0.3660 -6.4454 2.5004 0.00 -0.01 0.00
H -2.3747 -5.5639 1.2818 0.00 -0.03 0.02
H -2.2481 -3.2588 0.3210 -0.06 -0.02 -0.01
H 4.1569 -1.8154 -1.8085 -0.02 0.01 0.02
H 3.1999 -0.3794 -2.1720 0.02 -0.01 0.00
H 3.6498 -2.6590 -4.0431 0.00 -0.01 -0.03
H 2.0062 -3.8793 -5.4731 0.00 -0.01 -0.01
H -0.3687 -4.0546 -4.6707 0.01 -0.01 -0.03
H -0.9531 -3.0128 -2.4926 -0.03 0.00 0.01
H 4.5798 -0.4197 0.3572 -0.03 -0.01 0.01
H 3.1651 -0.0810 1.3541 0.02 -0.03 0.00
H 5.4183 1.7282 0.1835 0.02 -0.01 0.01
H 5.1806 4.0577 -0.6505 0.01 0.02 0.00
H 2.9558 4.7865 -1.5525 0.02 0.02 0.00
H 1.0845 3.1519 -1.5195 -0.01 -0.02 -0.05
C -4.4163 -1.1011 -3.1110 0.02 -0.07 0.11
C -3.1063 -0.6400 -2.5272 -0.17 0.09 -0.09
N -2.8865 -0.5038 -1.2729 -0.46 -0.16 -0.13
N -3.8477 -0.9526 -0.4031 0.25 -0.01 -0.59
C -3.7082 -0.3815 0.7882 -0.14 -0.08 0.62
O -2.9801 0.5771 1.1082 -0.65 0.26 0.15
C -4.5305 -1.0386 1.8757 -0.13 -0.04 -0.05
C -5.4414 -2.0556 1.5985 0.01 -0.01 -0.04
C -6.1582 -2.6578 2.6202 -0.02 -0.02 0.01
C -5.9699 -2.2537 3.9353 -0.02 -0.02 0.02
C -5.0642 -1.2419 4.2181 0.01 0.01 0.08
C -4.3521 -0.6359 3.1945 0.06 0.06 -0.12
C -2.0094 -0.2809 -3.4577 0.02 -0.03 -0.25
C -2.1379 -0.5517 -4.8287 0.10 0.04 0.12
C -1.0857 -0.2671 -5.6810 0.05 0.02 0.04
C 0.0716 0.2879 -5.1591 0.00 -0.02 -0.04
C 0.1047 0.5420 -3.7947 0.12 0.03 -0.01
N -0.8919 0.2749 -2.9694 -0.25 -0.08 0.18
H -5.1355 -1.2219 -2.3058 0.01 0.00 0.00
H -4.3199 -2.0552 -3.6363 0.01 -0.03 0.00
H -4.7966 -0.3689 -3.8268 0.00 0.01 -0.02
H -5.5733 -2.3619 0.5702 0.00 -0.01 -0.02
H -6.8667 -3.4455 2.3921 0.00 0.00 0.00
H -6.5281 -2.7261 4.7347 0.00 0.00 0.01
H -4.9110 -0.9224 5.2417 0.00 0.00 0.01
H -3.6415 0.1573 3.3867 0.00 0.01 0.03
H -3.0435 -0.9918 -5.2173 -0.03 -0.01 0.00
H -1.1716 -0.4812 -6.7397 0.02 0.00 0.00
H 0.9270 0.5239 -5.7776 -0.01 -0.01 -0.03
H 0.9861 0.9800 -3.3340 0.02 0.01 -0.01
N -0.5669 2.9909 0.7181 -0.44 0.18 -0.08
C -0.5700 4.2103 1.3795 0.37 0.03 0.02
C -1.5910 5.1398 1.2042 -0.02 0.04 -0.01
C -1.5472 6.3727 1.8359 -0.05 -0.04 -0.05
C -0.4780 6.6851 2.6581 0.02 0.10 0.06
C 0.5385 5.7549 2.8379 -0.03 -0.06 -0.07
C 0.5386 4.5140 2.2030 -0.10 0.07 0.04
C 1.6552 3.5465 2.4718 0.16 -0.04 0.13
C 2.9269 4.1098 2.6417 -0.03 0.03 -0.02
C 3.9962 3.3515 3.0937 0.04 0.02 0.01
C 3.7749 2.0175 3.3978 0.07 -0.05 0.04
C 2.5196 1.4636 3.1629 -0.03 -0.20 0.01
C 1.4152 2.1524 2.6442 -0.23 0.38 -0.16
H -1.4991 2.6195 0.5522 0.04 0.23 0.10
H 0.0035 2.3509 1.2886 0.11 0.04 0.26
H -2.4283 4.8796 0.5666 -0.01 -0.01 -0.02
H -2.3588 7.0752 1.6877 0.01 0.03 0.03
H -0.4393 7.6354 3.1762 -0.01 0.02 0.00
H 1.3490 5.9863 3.5178 0.01 0.00 0.01
H 3.0827 5.1605 2.4150 0.02 0.02 0.00
H 4.9756 3.8022 3.2160 0.00 -0.01 0.01
H 4.5758 1.4002 3.7983 0.03 0.03 0.00
H 2.4091 0.4022 3.4055 0.00 0.00 -0.01
```
Forces are in eV/Å.

The largest force on an atom comes out at 1.602 eV/Å. As for the net charge: -1. For the LUMO energy, the calculation gives 1.86 eV.

Atomic partial charges in e from the Löwdin method, atoms 1 to 8:
1. Cs 1.18
2. C -0.17
3. C -0.11
4. C -0.29
5. C -0.03
6. C -0.07
7. C -0.06
8. C -0.13


(2)
The following is a quantum chemistry calculation of C45H43Br2CoN6O2PS2 as an isolated structure, from the OMol25 dataset.

Geometry as XYZ:
```
102
Properties=species:S:1:pos:R:3:forces:R:3
Co -0.4787 0.8783 0.9156 0.73 0.36 0.02
C -1.1903 -1.9406 -1.0237 0.06 -0.02 -0.02
O -0.0293 -1.7044 -0.2175 0.30 -0.25 -0.13
C 0.8264 -2.7390 -0.0121 -0.28 0.15 0.08
C 0.5696 -4.0513 -0.3733 -0.03 0.11 0.02
C 1.4704 -5.0416 0.0044 0.10 0.00 0.06
Br 1.0977 -6.8411 -0.4843 0.01 0.02 0.01
C 2.5993 -4.7567 0.7311 -0.09 -0.07 -0.05
C 2.8800 -3.4279 1.0714 -0.07 0.08 -0.05
C 2.0136 -2.4090 0.6742 -0.05 -0.03 -0.13
O 2.3115 -1.1287 0.9770 0.17 0.29 0.22
C 4.0938 -3.1726 1.8580 0.08 0.10 0.07
N 4.8936 -4.1114 2.3038 -0.04 -0.07 -0.04
C 5.8855 -3.4447 2.9906 0.04 0.07 0.04
C 6.9969 -3.9425 3.6701 0.01 0.01 0.01
C 7.8421 -3.0383 4.2848 0.00 -0.02 0.00
C 7.5997 -1.6569 4.2335 -0.02 0.02 -0.01
C 6.5037 -1.1422 3.5656 0.01 -0.02 0.00
C 5.6579 -2.0584 2.9495 0.00 -0.06 0.02
N 4.5023 -1.9171 2.2233 -0.05 0.01 -0.09
H -0.9281 -2.2875 -2.0231 0.03 -0.03 0.03
H -1.8494 -2.6731 -0.5460 -0.02 0.01 0.01
H -1.6864 -0.9781 -1.1248 0.04 -0.03 0.03
H -0.3155 -4.3020 -0.9384 -0.01 0.00 0.01
H 3.2892 -5.5261 1.0442 -0.01 0.00 -0.01
H 1.7911 -0.4155 0.5079 -0.23 -0.55 -0.04
H 7.1810 -5.0082 3.7071 0.00 0.00 0.00
H 8.7127 -3.3987 4.8181 0.00 0.00 0.00
H 8.2864 -0.9807 4.7264 0.00 0.00 0.00
H 6.3167 -0.0769 3.5244 0.00 0.00 0.00
H 4.0190 -1.0805 1.9349 -0.02 -0.01 0.02
C -5.6832 1.0998 2.2636 0.02 0.00 0.02
C -4.8417 0.4470 1.1865 -0.03 0.00 -0.01
N -3.4424 0.6262 1.5249 0.11 0.20 0.23
C -2.9540 1.8145 2.0168 0.28 -0.03 -0.14
N -1.6853 2.0452 1.8750 -0.51 -0.26 0.10
C -1.1210 3.3158 2.3089 -0.10 -0.07 0.11
C -1.9126 3.9122 3.4594 0.07 -0.05 0.01
C -3.3675 3.9707 3.0542 -0.08 0.04 0.00
N -3.8301 2.6513 2.6609 -0.18 -0.02 0.05
C -5.2581 2.5479 2.4024 -0.01 0.00 0.01
H -5.5339 0.5809 3.2132 -0.01 0.00 0.00
H -6.7400 1.0486 2.0036 -0.03 0.00 0.00
H -5.0793 0.8845 0.2102 -0.01 0.01 -0.04
H -5.0453 -0.6211 1.1206 0.01 -0.01 0.00
H -2.7470 0.2094 0.9115 0.04 -0.04 -0.15
H -1.1034 4.0072 1.4608 0.01 0.02 -0.05
H -0.0811 3.1557 2.5939 0.02 -0.05 0.00
H -1.5521 4.9117 3.7033 0.01 0.02 0.00
H -1.8099 3.2853 4.3504 0.02 0.02 -0.02
H -3.4990 4.6852 2.2302 -0.01 0.02 -0.01
H -3.9934 4.3056 3.8850 -0.02 0.00 -0.01
H -5.5263 3.1010 1.4911 0.00 0.03 -0.02
H -5.7774 3.0281 3.2340 0.00 0.00 0.02
C -0.3037 1.8393 -0.5186 -0.13 0.23 0.12
C -0.8689 2.9848 -1.2438 -0.21 0.12 -0.14
C -0.1077 3.7841 -2.1020 -0.17 0.03 0.06
C -0.6725 4.8896 -2.7236 0.05 -0.06 0.02
C -2.0018 5.2208 -2.4959 0.04 0.05 -0.05
C -2.7769 4.4314 -1.6591 0.01 -0.12 0.10
C -2.2202 3.3160 -1.0494 0.27 -0.02 -0.06
H 0.9294 3.5216 -2.2704 0.00 0.00 0.00
H -0.0762 5.4932 -3.3967 0.01 -0.01 0.00
H -2.4390 6.0798 -2.9910 0.01 -0.01 0.01
H -3.8238 4.6702 -1.5071 0.02 -0.02 0.01
H -2.8228 2.6630 -0.4309 0.02 0.01 -0.02
Br 1.9710 0.1379 6.0214 -0.01 -0.01 -0.02
C 0.8512 -0.5975 4.6881 0.03 -0.01 0.00
C 0.3129 -1.8629 4.8346 0.00 0.04 -0.03
C -0.4935 -2.3358 3.8132 0.02 -0.03 0.03
C -0.7184 -1.5399 2.7045 -0.07 -0.07 -0.15
N -0.1823 -0.3259 2.5661 -0.08 0.06 -0.13
C 0.5882 0.1396 3.5473 0.10 0.04 0.08
H 0.5227 -2.4576 5.7124 0.01 0.00 0.01
H -0.9373 -3.3198 3.8670 0.00 -0.01 -0.01
H -1.3293 -1.8872 1.8795 0.04 0.04 0.08
H 1.0255 1.1196 3.4048 -0.02 -0.01 -0.01
S -2.8941 -1.6220 -4.0325 -0.04 -0.04 0.03
P -1.7813 0.0641 -3.7190 -0.15 0.08 0.01
S 1.2831 1.2941 -0.6501 -0.13 -0.14 -0.06
C -2.3838 1.2523 -5.0065 0.08 -0.02 -0.09
C -3.0501 2.4001 -4.5966 0.01 0.02 -0.05
C -3.5415 3.3170 -5.5209 0.01 -0.02 -0.01
C -3.3637 3.0939 -6.8772 0.00 -0.01 0.01
C -2.6975 1.9471 -7.3018 0.00 -0.01 0.01
C -2.2167 1.0361 -6.3754 -0.03 0.02 0.01
C -0.1173 -0.2558 -4.4632 0.02 -0.06 0.00
C 0.7898 0.8013 -4.5724 0.00 0.00 0.00
C 2.0749 0.5928 -5.0460 -0.02 -0.01 0.01
C 2.4864 -0.6870 -5.4066 -0.02 0.00 0.01
C 1.5980 -1.7457 -5.2925 -0.02 0.02 0.01
C 0.3042 -1.5307 -4.8254 0.05 0.04 0.01
H -3.1762 2.5781 -3.5373 -0.01 0.01 0.05
H -4.0552 4.2085 -5.1782 0.00 0.00 0.00
H -3.7393 3.8061 -7.6030 0.00 0.00 0.00
H -2.5568 1.7656 -8.3614 0.00 0.00 0.00
H -1.7101 0.1368 -6.7067 0.00 0.00 0.00
H 0.4754 1.7998 -4.2817 0.01 -0.01 0.00
H 2.7635 1.4261 -5.1264 0.00 0.01 0.00
H 3.4942 -0.8541 -5.7683 0.00 0.00 0.00
H 1.9100 -2.7465 -5.5698 0.00 0.00 0.00
H -0.4060 -2.3468 -4.7442 -0.01 0.00 -0.01
```
Forces are in eV/Å.

The largest force on an atom comes out at 0.811 eV/Å. The value obtained for the energy above the lowest of the compared OMol25 structures with the same formula, charge and spin is 0.0 kJ/mol. As for the net charge: -1. For the LUMO energy, the calculation gives 1.85 eV.

Atomic partial charges in e from the Löwdin method, atoms 1 to 8:
1. Co 0.13
2. C -0.11
3. O -0.15
4. C -0.21
5. C -0.05
6. C -0.68
7. Br 0.71
8. C -0.09


| no. | orbital gap (eV) | molecular weight (g/mol) | total energy (Eh) |
| --- | --- | --- | --- |
| 1 | 5.4 | 843.79 | -2273.456352 |
| 2 | 5.3 | 1013.73 | -9888.226692 |